w.
Here is 2 unconnected molecules or ions with the total composition CH6OS2 from the Open Molecules 2025 dataset. Energies are from wB97M-V/def2-TZVPD.

Last column: natural (NBO) charge in e.
Cartesian coordinates (Å):
S1 1.306 -0.903 -1.301  -0.144
S2 0.499 1.018 -1.067  -0.141
H1 2.540 -0.470 -1.588  0.137
H2 -0.196 0.719 0.037  0.140
C1 -2.383 0.161 2.417  -0.245
O1 -1.139 -0.333 1.991  -0.729
H3 -2.211 1.111 2.926  0.180
H4 -2.869 -0.544 3.092  0.167
H5 -3.073 0.377 1.594  0.165
H6 -1.175 -0.812 1.161  0.470

Calculated values
HOMO: -8.86 eV
Gap between HOMO and LUMO: 9.1 eV
Structure (SMILES): CO.SS

---

x.
Here is 2 unconnected molecules or ions with the total composition CH6OS2 from the Open Molecules 2025 dataset. Energies are from wB97M-V/def2-TZVPD.

Last column: natural (NBO) charge in e.
Cartesian coordinates (Å):
C1 0.888 -2.271 0.055  -0.742
S1 -0.853 -1.979 -0.331  0.093
S2 -0.630 0.067 -0.682  -0.171
H1 0.967 -3.267 0.471  0.235
H2 1.195 -1.547 0.798  0.227
H3 1.482 -2.182 -0.840  0.219
H4 -1.954 0.268 -0.626  0.140
H5 -0.308 3.025 -0.119  0.468
H6 -0.762 4.242 0.708  0.468
O1 -0.026 3.643 0.565  -0.936

Calculated values
HOMO: -8.33 eV
Gap between HOMO and LUMO: 8.6 eV
Structure (SMILES): CSS.O

---

Of them, the most stable is x and the least stable is w.